1.
# C15H45O8

A 8-piece molecular cluster, C15H45O8 overall in a non-equilibrium geometry (ωB97M-V/def2-TZVPD, the Open Molecules 2025 dataset).

relative energy (zero: lowest compared OMol25 entry of this formula, charge and spin)	21.2	kcal per mole
net charge	-1
highest occupied orbital energy	-3.380	eV
lowest unoccupied orbital energy	2.66	eV
E	-32662.040	eV

XYZ file:
```
68
Properties=species:S:1:pos:R:3:forces:R:3
C 0.38272 -0.00332 -0.25343 0.03 1.74 1.70
O 0.12781 1.16054 0.53710 -0.81 -1.54 -1.79
H 1.19124 -0.58990 0.18284 0.53 -0.38 0.20
H -0.45197 -0.70115 -0.31995 -0.66 -0.36 -0.14
H 0.70481 0.20665 -1.27337 0.05 0.20 -0.65
C -1.48762 4.61153 -0.44418 -1.36 0.30 0.45
C -1.16489 3.85064 -1.71690 0.15 -0.20 0.71
O -0.00194 3.09454 -1.54740 0.87 1.08 -1.70
H -2.31006 5.31431 -0.57762 -0.23 0.29 -0.53
H -0.68059 5.22707 -0.04680 0.33 -0.45 -0.15
H -1.90529 3.97781 0.33816 0.63 -0.37 0.15
H -1.07309 4.57976 -2.52191 0.62 -0.03 -0.25
H -1.96070 3.18693 -2.05495 -0.59 0.01 0.28
H -0.12164 2.31015 -1.00701 -0.22 -0.68 1.52
C 2.57253 -1.55531 -3.28447 -0.32 -0.39 2.16
C 1.39387 -2.60195 -3.23785 2.32 1.62 -0.67
O 0.66114 -2.31692 -4.38552 -1.62 -0.39 -1.09
H 2.21279 -0.55399 -3.04774 -0.30 0.03 -0.45
H 3.19765 -1.54294 -4.17732 -0.42 -0.30 -0.35
H 3.26732 -1.72352 -2.46162 0.18 -0.28 0.14
H 0.73598 -2.48839 -2.37622 0.25 0.08 0.06
H 1.83553 -3.59752 -3.28092 -0.18 -0.32 0.16
H 1.25293 -1.99529 -5.06958 -0.01 -0.05 0.09
C -4.04339 -0.46883 0.60084 0.13 -0.74 -1.06
C -3.61052 0.93340 0.33812 1.44 1.16 1.42
O -2.57240 1.25554 1.29796 -2.10 0.34 0.22
H -4.06655 -0.66056 1.67360 -0.35 0.11 -0.10
H -3.32357 -1.15909 0.16098 0.16 -0.12 0.13
H -4.98126 -0.66303 0.08047 -0.33 -0.19 0.31
H -4.44027 1.61925 0.50909 -0.02 0.17 0.14
H -3.19694 1.18378 -0.63879 -0.24 -0.52 -0.37
H -1.70725 1.00481 0.96592 1.92 -0.04 -0.74
C -2.42314 -3.56171 -1.65050 0.53 0.63 -1.19
C -2.73823 -4.03698 -3.09368 -0.11 0.28 1.44
O -2.94730 -5.41877 -2.95290 -0.74 -1.32 -0.52
H -2.03901 -2.54342 -1.71069 0.07 0.11 0.32
H -1.65420 -4.20568 -1.22371 0.10 0.04 -0.13
H -3.26784 -3.58318 -0.96194 -0.22 -0.07 -0.37
H -1.95845 -3.89122 -3.84121 0.34 0.44 0.34
H -3.65042 -3.58165 -3.47928 -0.03 0.35 0.05
H -3.76527 -5.60493 -3.41967 0.11 -0.44 0.04
C 4.16440 1.29790 -1.42036 -0.85 -0.84 -0.38
C 4.41101 0.68692 -0.03605 0.06 0.75 -0.36
O 4.29247 1.70725 0.93122 0.00 0.09 0.74
H 3.12760 1.61766 -1.52485 -0.12 0.22 0.47
H 4.23747 0.56247 -2.22156 0.48 -0.18 -0.04
H 4.77676 2.15954 -1.68625 0.34 -0.08 0.31
H 5.39399 0.22550 0.05853 0.37 -0.11 -0.29
H 3.69646 -0.08452 0.25100 -0.27 0.22 -0.27
H 4.85493 2.44130 0.67351 -0.01 0.03 -0.09
C 2.75762 -3.02813 3.47824 -0.21 0.14 -1.03
C 2.80106 -2.09609 2.23627 -0.21 0.06 1.15
O 2.89328 -0.75281 2.66562 -0.34 0.22 -0.28
H 3.59848 -2.82758 4.14219 0.26 -0.26 -0.15
H 2.72968 -4.05922 3.12584 0.31 -0.20 0.26
H 1.86235 -2.87831 4.08167 -0.13 0.26 -0.24
H 1.89313 -2.19029 1.64054 -0.16 0.15 0.21
H 3.61013 -2.30880 1.53752 0.39 -0.41 0.14
H 3.62963 -0.65782 3.27420 0.11 -0.03 -0.06
C -2.24948 2.42802 4.93857 0.65 0.33 0.27
C -1.55391 3.47109 4.03289 -1.25 -1.14 -0.35
O -0.89463 2.84213 2.96748 0.82 0.71 0.68
H -2.72846 2.92916 5.77972 -0.19 -0.01 0.11
H -1.53641 1.70615 5.33671 0.18 0.06 0.03
H -2.98920 1.84123 4.39396 -0.06 0.23 -0.19
H -0.88381 4.14694 4.56418 0.25 -0.30 0.05
H -2.37184 4.07885 3.64595 -0.16 0.52 -0.12
H -1.51525 2.27395 2.50530 -0.20 -0.19 -0.37
```
Positions in Å, forces in eV/Å.

2.
# C15H47BNO17P4

A 5-piece molecular cluster, C15H47BNO17P4 overall (ωB97M-V/def2-TZVPD, the Open Molecules 2025 dataset).

net charge	-1
highest occupied orbital energy	-2.940	eV
lowest unoccupied orbital energy	1.80	eV
E	-90455.730	eV

XYZ file:
```
85
Properties=species:S:1:pos:R:3:forces:R:3
C -0.05651 3.55940 3.25474 -0.17 0.17 -0.24
C -1.13470 4.62553 3.08112 0.39 0.19 0.26
O -1.74298 4.61945 1.82833 -0.16 0.12 -0.16
C -2.86124 3.69783 1.64098 -0.31 -0.37 0.05
B -3.46820 2.79759 2.87658 -0.13 0.00 0.29
N -4.37055 3.58758 3.90154 0.14 -0.28 0.10
H 0.25970 3.50906 4.29477 0.10 -0.10 0.06
H 0.80759 3.81977 2.64071 0.11 -0.05 -0.02
H -0.43115 2.59072 2.93479 -0.08 -0.08 0.12
H -1.84974 4.58521 3.90821 -0.16 -0.25 -0.09
H -0.63490 5.60036 3.17191 -0.05 0.09 -0.02
H -3.69027 4.30799 1.25451 0.04 0.16 -0.02
H -2.59472 3.03375 0.81371 0.24 -0.04 -0.06
H -2.59124 2.18113 3.49772 0.04 0.09 -0.08
H -4.18673 1.94123 2.33579 0.01 0.11 -0.04
H -5.30729 3.72794 3.54936 -0.05 0.13 -0.11
H -4.00744 4.50053 4.14373 -0.01 0.12 -0.03
C 0.84850 1.68087 -1.99700 0.04 0.01 -0.01
O -0.00430 0.83048 -2.78455 0.20 -0.10 -0.14
P -1.34078 0.34224 -2.08098 0.03 -0.09 0.02
O -2.24507 1.38460 -1.63389 -0.19 0.09 0.16
O -0.86646 -0.60584 -0.89219 -0.02 0.07 0.03
C 0.05997 -1.66253 -1.14016 0.00 -0.03 0.02
O -1.87011 -0.63575 -3.20651 0.09 -0.05 -0.14
C -3.09497 -1.33665 -2.90615 -0.07 -0.05 0.02
H 1.12121 2.53753 -2.60895 -0.02 0.02 -0.01
H 0.34877 2.03331 -1.09468 -0.03 0.02 -0.02
H 1.74581 1.12165 -1.73047 0.00 0.02 0.04
H 0.97106 -1.46819 -0.57493 0.00 0.01 0.00
H 0.30278 -1.75167 -2.19947 -0.01 0.01 -0.01
H -0.38411 -2.59547 -0.79680 -0.01 0.00 0.01
H -3.58546 -0.91080 -2.03091 -0.01 0.04 -0.02
H -2.87885 -2.38782 -2.73565 0.03 0.00 -0.01
H -3.75445 -1.23976 -3.76483 0.02 0.03 -0.03
C 3.35786 -0.34583 5.04151 -0.03 -0.03 -0.08
O 2.63172 0.17967 6.16162 0.09 -0.11 0.06
P 2.77932 1.72424 6.46228 -0.11 -0.12 0.10
O 2.49483 2.64703 5.37807 0.24 0.25 -0.13
O 4.27083 1.91554 7.00971 0.00 -0.02 0.00
C 4.75389 1.07230 8.05735 0.01 0.01 0.01
O 1.84719 1.78996 7.73664 0.04 -0.04 0.11
C 1.65495 3.07402 8.34786 -0.08 0.07 0.01
H 2.67189 -0.95386 4.45819 -0.02 0.00 0.01
H 3.74997 0.45044 4.40932 -0.03 0.02 0.00
H 4.17696 -0.96432 5.40865 0.00 0.01 0.02
H 5.58783 0.48325 7.67699 0.00 0.00 -0.01
H 3.97944 0.40159 8.42868 -0.01 0.00 0.00
H 5.10386 1.70287 8.87342 0.00 0.01 0.00
H 2.01239 3.87912 7.70654 -0.02 -0.01 -0.04
H 2.18479 3.09566 9.30012 0.02 -0.02 -0.01
H 0.58954 3.20407 8.51653 -0.01 -0.02 -0.01
C -5.72647 -5.73150 -0.65720 0.01 0.03 0.07
O -5.06986 -6.51512 -1.67190 -0.09 -0.07 0.04
P -4.67590 -5.78106 -3.01133 -0.10 -0.11 0.06
O -3.83846 -4.59667 -2.89510 0.09 0.25 -0.09
O -6.04341 -5.43937 -3.75162 0.00 0.00 0.00
C -7.03486 -6.45646 -3.93273 -0.03 0.00 -0.01
O -4.06438 -7.02048 -3.77971 0.00 -0.09 -0.05
C -3.56333 -6.79058 -5.10572 0.04 -0.01 -0.03
H -5.22869 -5.92844 0.28764 0.02 -0.02 0.00
H -5.66894 -4.66548 -0.87371 0.04 0.00 -0.01
H -6.76878 -6.04018 -0.59470 0.00 -0.01 -0.02
H -7.93100 -6.16978 -3.38507 0.00 0.01 0.01
H -6.68941 -7.42719 -3.57828 0.02 0.00 0.01
H -7.26808 -6.52175 -4.99382 0.00 0.01 -0.01
H -3.47643 -5.72621 -5.32192 0.01 0.01 0.03
H -4.23584 -7.25855 -5.82344 -0.02 0.00 0.01
H -2.58019 -7.24831 -5.17382 0.01 -0.02 0.02
C 3.09829 -0.09195 -4.81598 -0.12 0.01 0.03
O 4.38824 0.24062 -5.36252 -0.08 0.02 -0.07
P 5.48983 0.75170 -4.35502 -0.05 0.02 -0.11
O 5.88659 -0.15065 -3.28349 0.06 -0.05 0.25
O 4.95830 2.13243 -3.77355 -0.01 0.00 0.01
C 4.46830 3.15006 -4.65614 -0.02 0.03 0.01
O 6.60340 1.12310 -5.41835 0.06 0.08 -0.07
C 7.83320 1.66626 -4.91751 0.04 -0.01 0.00
H 2.81116 -1.06909 -5.19339 0.04 -0.02 -0.02
H 3.11971 -0.12090 -3.72706 0.02 -0.03 0.01
H 2.37427 0.65177 -5.14388 0.00 0.01 0.01
H 3.41460 3.31804 -4.44122 -0.01 -0.01 0.01
H 4.58452 2.86832 -5.70229 0.01 -0.02 0.00
H 5.02407 4.06539 -4.46315 0.01 0.00 0.02
H 7.91369 1.54610 -3.83753 -0.01 -0.03 0.00
H 7.88353 2.72372 -5.17405 -0.02 0.00 0.00
H 8.65186 1.13523 -5.39630 0.00 -0.01 -0.02
```
Positions in Å, forces in eV/Å.

3.
# C15H48N6O9

A 9-piece molecular cluster, C15H48N6O9 overall in a non-equilibrium geometry (ωB97M-V/def2-TZVPD, the Open Molecules 2025 dataset).

relative energy (zero: lowest compared OMol25 entry of this formula, charge and spin)	177.7	kcal per mole
highest occupied orbital energy	-8.809	eV
lowest unoccupied orbital energy	0.07	eV
E	-43695.607	eV
SMILES	NC(N)=O.NC(N)=O.NC(N)=O.CC(C)O.CC(C)O.CC(C)O.CO.CO.CO

XYZ file:
```
78
Properties=species:S:1:pos:R:3:forces:R:3
C 2.36773 2.18268 0.97714 1.94 -1.63 0.68
O 3.56673 1.46568 0.53014 -0.69 1.31 3.27
H 2.65673 3.06868 1.52314 0.41 0.44 -0.05
H 1.82373 1.58368 1.72514 0.19 -0.29 -0.42
H 1.71973 2.44568 0.19814 -0.91 0.28 -1.35
H 3.57373 1.20268 -0.36086 -0.79 -0.17 -2.21
C 3.75673 2.84868 -2.45286 -1.44 0.65 1.21
O 3.17973 1.53468 -2.28486 5.93 0.58 1.04
H 4.38973 3.05468 -1.60086 0.44 -0.39 0.14
H 2.95673 3.55268 -2.32286 -0.79 0.47 0.25
H 4.22873 3.29468 -3.33186 0.29 -1.57 -0.72
H 2.35473 1.47068 -2.61986 -4.53 0.36 -1.87
C -1.11227 -4.30932 -1.00086 0.56 0.61 -0.45
O -2.46627 -4.33432 -0.73786 -2.23 0.10 -0.25
H -0.71127 -5.09032 -0.39186 1.26 -0.60 0.00
H -0.81327 -3.34132 -0.58486 0.62 -0.18 -0.41
H -0.87627 -4.38632 -2.10286 0.06 0.03 1.19
H -2.84927 -5.10732 -1.15986 -0.17 0.00 0.10
C 0.26973 -4.06732 3.12814 -4.18 -8.77 2.40
O -0.27227 -5.24832 3.57514 2.32 5.40 -1.85
N -0.49927 -3.22832 2.43614 -1.43 1.88 -1.17
N 1.52573 -3.81932 3.28114 3.21 3.02 -0.60
H -1.43827 -3.38232 2.07214 0.52 -1.14 0.66
H -0.01827 -2.59732 1.83714 0.52 0.48 -0.75
H 2.16973 -4.48232 3.63914 -0.20 -0.79 0.44
H 1.93873 -2.85832 3.08914 -1.09 -1.55 0.48
C 0.56273 -0.48432 4.05514 4.59 -2.68 -3.42
O 1.57573 -1.14932 3.40714 -2.82 3.27 2.74
N -0.62327 -0.89632 3.84214 -5.92 -2.54 -2.32
N 0.70973 0.56068 4.81914 2.88 2.45 1.68
H -0.78127 -1.83232 3.27914 0.89 1.81 1.33
H -1.48227 -0.31332 3.76814 1.37 -0.28 0.87
H 1.69673 0.80768 5.04014 -1.40 -0.03 -0.35
H -0.03827 1.13268 5.21614 0.45 -0.79 -0.30
C -0.29327 3.44868 -2.45886 3.32 -7.12 -0.60
O 0.45973 2.38668 -2.84786 -2.51 4.19 1.88
N -0.98727 3.48868 -1.35686 -1.36 -0.81 4.80
N -0.53227 4.42568 -3.22686 -2.16 5.21 -2.63
H -0.87527 2.64468 -0.66586 -0.10 1.73 -2.17
H -1.46927 4.33268 -0.94686 1.09 -1.27 -1.28
H -0.02827 4.61168 -4.05286 0.41 -0.09 -0.80
H -1.34227 5.04168 -2.98086 1.52 -0.78 -0.66
C -0.74927 2.88468 2.01014 -0.75 1.74 -0.18
C -1.42327 1.77068 1.24414 -1.89 -0.23 6.99
C -2.88627 1.99968 0.99914 -1.02 -0.96 1.29
O -0.83527 1.49568 0.15714 4.35 -4.19 -5.98
H 0.26473 2.66268 2.38114 -0.67 0.15 -0.21
H -1.43327 3.24768 2.77914 0.27 -0.45 0.62
H -0.77127 3.78068 1.37314 0.72 -0.09 -0.13
H -1.13127 0.88368 1.87214 -1.56 0.37 0.51
H -3.05427 2.98868 0.58314 -0.17 -0.11 -0.47
H -3.33927 1.99468 1.97614 -0.56 0.32 0.56
H -3.40427 1.15068 0.48514 0.72 1.00 -0.19
H -0.67327 0.51368 0.18614 0.48 1.35 -1.03
C -1.80327 -1.53832 -3.16086 -1.09 -1.54 0.02
C -2.25227 -0.35232 -2.30386 9.16 2.32 -7.36
C -2.50827 0.73868 -3.31886 0.03 1.26 3.15
O -3.19427 -0.44632 -1.52086 -7.55 -2.73 6.91
H -1.01127 -1.40432 -3.89886 0.17 0.65 0.42
H -2.67927 -1.79532 -3.76686 -0.06 -0.33 0.04
H -1.54027 -2.42132 -2.57186 -0.14 0.07 -0.03
H -1.37027 -0.03332 -1.71186 0.28 0.15 -0.78
H -1.65627 0.87968 -3.87986 1.88 0.55 -1.27
H -2.68027 1.61668 -2.67786 -0.09 0.26 -0.63
H -3.32427 0.58968 -3.93786 -1.82 -0.61 -1.11
H -2.83327 -1.03832 -0.83786 -1.25 0.01 0.29
C 2.07373 -2.83032 -0.10086 -0.35 -1.20 -1.11
C 1.58473 -1.36132 -0.06086 8.70 -0.98 -6.81
C 1.04073 -0.85232 -1.35486 0.74 0.31 -1.68
O 0.68773 -1.13932 0.73214 -8.78 1.45 10.84
H 1.48873 -3.49332 0.58814 0.19 0.51 -0.91
H 3.09573 -3.05532 0.13514 0.78 0.64 0.69
H 2.08473 -3.21332 -1.15386 -0.74 0.06 0.75
H 2.40973 -0.70932 0.30814 0.67 -0.41 -1.27
H 1.81273 -0.73432 -2.09586 0.45 0.06 -0.42
H 0.60073 0.13568 -1.21286 0.26 -0.03 -0.09
H 0.29773 -1.48832 -1.82986 -0.10 -0.30 0.38
H 1.13873 -1.08532 1.63614 -1.32 0.15 -0.29
```
Positions in Å, forces in eV/Å.

lowest unoccupied orbital energy of number 2 (C15H47BNO17P4)?
1.80 eV

The highest highest occupied orbital energy belongs to which entry?
C15H47BNO17P4